The following is a quantum chemistry calculation of a cluster of 2 separate species, C11H15N in total, from the OMol25 dataset.

Properties
Energy above the lowest of the compared OMol25 structures with the same formula, charge and spin = 11.40 kcal/mol
Kohn-Sham gap = 0.3236 hartree
HOMO energy = -7.855 eV
Maximum force = 1.77 eV/A

```
27
Properties=species:S:1:pos:R:3:forces:R:3
C 0.014 0.361 -2.929 -0.624 0.037 -1.012
C 0.764 0.558 -1.666 0.163 -0.128 -0.247
C 1.348 1.685 -1.195 0.627 0.390 0.103
N 1.811 1.475 0.092 0.210 0.366 0.078
C 1.522 0.192 0.463 -0.069 -0.040 -0.010
C 1.576 -0.452 1.689 0.650 -1.608 0.364
C 1.159 -1.773 1.716 -0.609 -0.118 0.279
C 0.581 -2.428 0.623 0.065 0.007 0.146
C 0.462 -1.755 -0.569 -0.660 0.263 0.134
C 0.921 -0.441 -0.645 -0.346 0.339 0.068
H -0.946 -0.134 -2.748 0.219 -0.320 0.118
H 0.532 -0.182 -3.734 0.044 -0.127 0.487
H -0.315 1.282 -3.409 0.328 0.392 0.211
H 1.600 2.622 -1.680 -0.418 -0.144 0.016
H 2.355 2.136 0.627 -0.231 -0.196 -0.125
H 2.034 -0.167 2.624 -0.003 0.993 -0.154
H 1.110 -2.282 2.674 0.355 -0.005 -0.024
H 0.157 -3.418 0.770 0.127 0.118 -0.163
H -0.176 -2.130 -1.357 0.279 -0.283 -0.269
C -2.048 1.297 0.809 0.696 0.996 0.160
C -2.015 -0.110 1.378 -0.914 0.098 -0.090
H -3.016 1.477 0.354 -0.210 0.017 -0.099
H -1.886 2.114 1.522 -0.182 -0.284 0.301
H -1.300 1.518 0.038 0.006 -0.500 0.003
H -2.113 -0.754 0.508 0.226 -0.555 0.261
H -2.899 -0.256 1.992 -0.419 -0.038 -0.073
H -1.233 -0.434 2.054 0.692 0.331 -0.465
```
Positions in Å, forces in eV/Å.

Results of the Mulliken charge analysis, in e, for atoms 1 through 5: atom 1 (C): -1.551, atom 2 (C): 0.656, atom 3 (C): -0.883, atom 4 (N): 0.015, atom 5 (C): -0.339

=====

The following is a quantum chemistry calculation of a cluster of 17 separate species, C2H36O18 in total, from the OMol25 dataset.

Properties
Energy above the lowest of the compared OMol25 structures with the same formula, charge and spin = 1.07 kcal/mol
Kohn-Sham gap = 0.2998 hartree
HOMO energy = -3.654 eV
Charge = -2
Maximum force = 3.78 eV/A

```
56
Properties=species:S:1:pos:R:3:forces:R:3
O -29.797 -20.490 8.695 -1.102 1.752 -1.055
C -30.421 -19.405 8.023 0.298 -0.419 0.173
C -31.340 -19.861 6.882 0.560 3.723 0.367
O -31.925 -18.707 6.218 1.458 -1.829 1.171
H -29.743 -18.656 7.616 0.825 -0.362 -0.880
H -30.819 -18.746 8.773 -1.776 0.116 0.629
H -31.998 -20.592 7.230 -1.440 -0.849 0.701
H -30.694 -20.341 6.212 1.053 -0.965 -1.335
O -32.323 -21.012 9.941 0.139 0.457 0.009
H -32.277 -21.891 9.571 -0.440 -0.768 -0.080
H -31.464 -20.699 9.601 -0.037 0.254 0.430
O -33.657 -17.566 7.606 -1.267 -1.066 -0.181
H -33.291 -16.863 8.087 0.653 1.583 1.046
H -32.879 -18.010 7.193 -0.139 -0.244 -0.470
O -32.741 -23.030 5.851 0.605 -0.202 -0.625
H -31.864 -22.775 5.498 -0.691 -0.060 -0.149
H -33.320 -23.185 5.096 0.163 0.106 -0.046
O -32.967 -16.866 4.566 0.331 0.175 0.017
H -32.558 -17.421 5.268 -0.574 0.217 -0.428
H -32.294 -16.825 3.880 -0.131 -0.032 0.003
O -29.125 -16.628 9.404 0.037 2.729 2.011
H -28.287 -16.676 8.995 1.744 0.209 -0.965
H -29.500 -17.398 9.100 -1.618 -2.995 -0.887
O -27.520 -19.245 8.469 1.905 0.791 -1.197
H -28.375 -19.660 8.447 -1.094 -1.174 1.053
H -27.251 -19.002 9.336 -0.124 -0.044 1.084
O -31.460 -23.049 8.225 0.609 0.863 -0.197
H -31.008 -22.188 8.097 0.651 -0.353 0.919
H -31.915 -23.025 7.388 -0.920 -0.884 -0.169
O -28.303 -21.139 6.238 0.677 -0.876 -0.968
H -28.190 -22.085 6.400 0.017 0.236 0.335
H -28.894 -20.846 6.917 -0.578 0.075 1.161
O -32.746 -20.026 4.082 0.214 -0.310 -1.782
H -32.206 -19.467 4.642 0.001 0.743 0.488
H -32.958 -20.709 4.694 -0.749 -0.618 0.769
O -27.585 -17.643 6.331 -0.469 -0.159 0.640
H -27.697 -18.334 7.016 1.005 0.404 -0.185
H -28.500 -17.642 5.997 0.332 0.443 -0.602
O -30.650 -16.207 6.976 0.568 0.708 2.254
H -31.057 -17.079 6.979 -0.391 -0.468 -0.507
H -30.362 -16.118 7.939 -0.297 0.163 -1.931
O -28.613 -22.539 9.193 0.374 -0.431 0.168
H -29.251 -22.974 9.775 0.130 0.323 -0.309
H -29.008 -21.641 8.959 0.352 -1.186 0.361
O -29.765 -18.132 4.910 0.307 -0.138 -0.256
H -30.110 -17.495 4.301 -0.134 0.745 -0.446
H -30.567 -18.402 5.419 -0.720 0.086 0.409
O -34.192 -20.758 6.561 -0.438 -2.625 -0.773
H -33.762 -20.170 7.153 0.413 0.992 0.836
H -33.715 -21.637 6.631 -0.805 1.719 0.123
O -29.084 -20.389 3.779 -0.097 -0.882 -1.212
H -29.130 -20.911 4.584 0.409 0.151 0.192
H -29.347 -19.505 4.056 0.044 0.272 0.227
O -29.714 -19.994 11.454 0.509 1.466 0.622
H -29.463 -19.104 11.807 -0.384 -1.178 -0.621
H -29.689 -19.914 10.477 0.035 -0.384 0.057
```
Positions in Å, forces in eV/Å.

Results of the Mulliken charge analysis, in e, for atoms 1 through 5: atom 1 (O): -0.062, atom 2 (C): -0.689, atom 3 (C): -0.133, atom 4 (O): -0.166, atom 5 (H): -0.849

=====

The following is a quantum chemistry calculation of a structure of composition C5H10N3, from the OMol25 dataset.

Properties
Multiplicity = 3
Energy above the lowest of the compared OMol25 structures with the same formula, charge and spin = 57.09 kcal/mol
Kohn-Sham gap (alpha / beta) = 0.3130 / 0.3300 hartree
HOMO energy (alpha / beta) = -12.077 / -15.328 eV
⟨S²⟩ = 2.022
Charge = +1
Maximum force = 5.22 eV/A

```
18
Properties=species:S:1:pos:R:3:forces:R:3
C 2.544 0.169 2.731 0.539 -0.039 0.251
C 1.655 0.750 2.038 0.357 -0.034 0.351
C -1.508 0.702 -1.061 -0.942 -0.552 -1.138
C -0.885 -1.492 -1.688 0.256 -1.532 -3.895
C -0.629 -0.023 -2.084 -2.810 0.075 0.390
N 3.460 -0.356 3.343 -0.501 -1.071 -0.438
N -1.169 0.760 0.153 1.110 -0.902 -2.324
N 0.763 1.260 1.332 1.044 4.791 1.789
H -2.584 0.980 -1.319 1.427 -0.532 0.167
H -1.918 -1.756 -1.922 -0.135 0.076 0.447
H -0.634 -1.764 -0.719 0.389 -0.133 1.909
H -0.323 -2.243 -2.377 -0.606 1.572 1.008
H -1.067 0.164 -3.083 0.704 -0.044 0.426
H 0.382 0.221 -1.997 1.563 0.590 -0.004
H 3.366 -1.372 3.480 0.656 0.392 0.639
H -1.803 0.847 0.836 -3.829 1.176 2.601
H -0.204 0.812 0.770 0.235 -0.866 -1.578
H 0.552 2.341 1.567 0.542 -2.968 -0.603
```
Positions in Å, forces in eV/Å.

Results of the Mulliken charge analysis, in e, for atoms 1 through 5: atom 1 (C): 0.422, atom 2 (C): 0.199, atom 3 (C): 0.030, atom 4 (C): -1.119, atom 5 (C): -0.398